Density functional theory data (wB97M-V/def2-TZVPD) for a 7-piece molecular cluster, C14H36N2O10 overall.

## Properties
- Orbital gap: 9.962 eV
- Lowest unoccupied orbital energy: 0.2176 eV
- Relative energy (zero: lowest compared OMol25 entry of this formula, charge and spin): 0.0 kJ/mol
- SMILES: CC#N.CC#N.OCCO.OCCO.OCCO.OCCO.OCCO

Element x y z (Å)
C 10.0253 -2.8301 17.4864
C 9.3895 -2.0755 18.5441
N 8.9992 -1.4739 19.4407
H 10.0296 -3.8788 17.7836
H 11.0376 -2.4324 17.4141
H 9.5159 -2.7250 16.5285
C 9.2444 4.6084 14.0933
C 8.8846 4.2179 12.7363
N 8.5843 3.8969 11.6453
H 10.1537 5.1988 13.9806
H 9.2119 3.7675 14.7861
H 8.4421 5.2183 14.5086
O 11.1773 2.5515 16.5864
C 11.8044 1.5636 17.4290
C 12.6662 0.6674 16.6300
O 11.8164 -0.2799 15.9805
H 11.2443 3.4337 16.9591
H 12.4023 2.0700 18.1867
H 11.0065 1.0207 17.9356
H 13.4624 0.1983 17.2080
H 13.1392 1.2216 15.8193
H 11.3038 0.1730 15.3069
O 14.3895 4.6290 13.5830
C 13.5136 3.8027 14.2581
C 12.9153 2.7364 13.2409
O 13.9320 1.9732 12.6287
H 13.9983 4.9682 12.7746
H 14.0492 3.3133 15.0716
H 12.7718 4.4576 14.7150
H 12.2982 3.3198 12.5577
H 12.3175 2.0194 13.8037
H 14.4386 1.5244 13.3096
O 8.5258 1.5587 15.9585
C 8.5305 0.2239 15.5160
C 8.8584 0.3207 14.0443
O 10.2360 0.3602 13.8098
H 9.4238 1.8882 16.0388
H 9.1271 -0.4199 16.1623
H 7.4840 -0.0668 15.6075
H 8.2908 1.1303 13.5856
H 8.5545 -0.6299 13.6059
H 10.3070 0.5928 12.8811
O 9.8775 -1.6414 10.1969
C 10.8889 -1.3215 11.1613
C 11.5677 0.0335 10.8128
O 10.7633 1.0980 11.1970
H 9.1021 -1.1645 10.5018
H 10.4576 -1.3307 12.1623
H 11.6468 -2.1005 11.0789
H 11.7096 0.1987 9.7448
H 12.5908 0.0198 11.1885
H 11.0142 1.8768 10.6950
O 7.2484 -0.7138 10.5222
C 6.8595 0.6076 10.7659
C 6.5335 1.4600 9.5377
O 5.1832 1.2834 9.1206
H 6.4638 -1.2596 10.4326
H 6.0086 0.6930 11.4417
H 7.6148 1.1142 11.3667
H 7.1330 1.0788 8.7111
H 6.8212 2.4871 9.7623
H 5.0038 1.8743 8.3855

Density functional theory data (wB97M-V/def2-TZVPD) for a 5-piece molecular cluster, C14H36N2O10 overall.

## Properties
- Orbital gap: 9.437 eV
- Lowest unoccupied orbital energy: -0.0286 eV
- Relative energy (zero: lowest compared OMol25 entry of this formula, charge and spin): 807.5 kJ/mol
- SMILES: C[N+](=O)[O-].C[N+](=O)[O-].COCCOC.COCCOC.COCCOC

Element x y z (Å)
C -0.0696 4.2134 -4.0155
N -0.6443 5.4656 -4.6305
O 0.0984 5.9755 -5.4584
O -1.6873 5.9089 -4.1607
H 0.5450 3.7767 -4.8026
H -0.8220 3.5029 -3.6730
H 0.5420 4.5161 -3.1655
C -3.2830 -2.4330 -1.0610
N -1.9397 -3.0664 -1.2798
O -1.6365 -3.6469 -2.3166
O -1.0872 -2.9295 -0.4108
H -3.2327 -1.8687 -0.1298
H -4.0594 -3.1937 -0.9793
H -3.3315 -1.7578 -1.9153
C -1.8620 4.3215 3.2767
O -1.5653 3.1157 4.0120
C -0.2896 2.6399 3.7003
C 0.0375 1.2646 4.3709
O -1.1146 0.5587 4.7043
C -1.0714 -0.8177 5.1687
H -1.3273 4.5750 2.3613
H -1.6493 5.1987 3.8878
H -2.9119 4.3024 2.9844
H 0.4001 3.2875 4.2415
H -0.1054 2.5248 2.6321
H 0.7050 1.3667 5.2266
H 0.4871 0.6288 3.6081
H -0.9412 -0.9172 6.2463
H -0.1822 -1.2661 4.7255
H -1.9647 -1.3567 4.8532
C 7.2971 -3.3184 1.5382
O 8.6599 -3.0921 1.4697
C 9.3413 -3.7641 2.5087
C 10.8333 -3.7773 2.1608
O 11.6138 -3.9949 3.3080
C 13.0211 -3.9049 3.0577
H 6.9399 -2.8253 2.4424
H 7.0583 -4.3818 1.5534
H 6.6785 -2.8499 0.7727
H 9.0048 -4.7935 2.6313
H 9.2920 -3.3185 3.5022
H 11.1494 -2.8936 1.6064
H 10.9675 -4.5656 1.4201
H 13.4471 -4.1676 4.0260
H 13.3393 -2.9225 2.7089
H 13.2534 -4.6478 2.2947
C -7.2656 1.6806 -1.8306
O -7.8860 1.0785 -3.0641
C -7.3594 1.7240 -4.3128
C -8.3329 1.5272 -5.4870
O -8.3013 0.1483 -5.9581
C -8.8726 -0.8354 -5.0765
H -7.4019 0.9054 -1.0766
H -7.7993 2.5124 -1.3709
H -6.2378 2.0356 -1.9061
H -6.3147 1.4775 -4.5028
H -7.3984 2.7900 -4.0887
H -8.1988 2.1167 -6.3940
H -9.3126 1.8421 -5.1276
H -9.9282 -0.7030 -4.8390
H -8.2739 -1.2586 -4.2699
H -9.0501 -1.7134 -5.6975

Density functional theory data (wB97M-V/def2-TZVPD) for C14H37AsKN4S4Si3 as an isolated structure.

## Properties
- Orbital gap: 5.657 eV
- Lowest unoccupied orbital energy: 2.3563 eV
- Charge: -1
- Relative energy (zero: lowest compared OMol25 entry of this formula, charge and spin): 0.0 kJ/mol

Element x y z (Å)
K -1.1735 -0.5999 0.5577
S -1.1873 -0.6897 3.5090
S -0.7091 1.2961 3.0934
S -2.1464 2.2060 1.9016
S -1.5759 2.2866 -0.1146
C 3.0280 -3.8411 -0.5991
Si 3.2403 -2.0910 -1.2648
C 2.4218 -1.9875 -2.9568
C 5.0877 -1.8132 -1.5333
As 2.0916 -0.6681 0.2065
Si 3.0880 -1.1842 2.2900
C 4.9276 -1.6026 2.1511
C 2.1695 -2.6717 2.9612
C 2.9097 0.2780 3.4452
Si 2.7862 1.5338 -0.3490
C 2.1589 2.7250 0.9410
C 2.0019 1.9511 -2.0029
C 4.6646 1.6980 -0.4817
H 3.4292 -4.5643 -1.3150
H 1.9777 -4.0813 -0.4258
H 3.5598 -3.9767 0.3440
H 2.8041 -2.7844 -3.6015
H 2.6363 -1.0370 -3.4460
H 1.3385 -2.0925 -2.8912
H 5.4325 -2.5879 -2.2272
H 5.6723 -1.9017 -0.6179
H 5.3089 -0.8457 -1.9859
H 5.0993 -2.5440 1.6251
H 5.3281 -1.7144 3.1637
H 5.4997 -0.8211 1.6502
H 2.1808 -3.5121 2.2650
H 1.1330 -2.3897 3.1622
H 2.6271 -2.9988 3.8993
H 3.5952 1.0883 3.1830
H 3.1540 -0.0564 4.4579
H 1.8888 0.6610 3.4552
H 1.0839 2.6179 1.0719
H 2.3496 3.7424 0.5836
H 2.6444 2.6048 1.9116
H 0.9161 1.9640 -1.8882
H 2.2704 1.2541 -2.7974
H 2.3168 2.9527 -2.3084
H 5.1834 1.2785 0.3812
H 4.9156 2.7614 -0.5391
H 5.0554 1.2191 -1.3803
C -8.0010 2.7735 -1.0330
C -6.8622 1.7801 -1.2335
C -7.0341 0.9884 -2.5242
C -6.7830 0.8536 -0.0190
N -5.6658 -0.0634 -0.1034
C -4.3601 0.1879 0.0281
N -3.7070 -0.9333 -0.1743
N -4.6412 -1.8710 -0.4311
N -5.8157 -1.3652 -0.4043
H -8.0633 3.4685 -1.8707
H -7.8670 3.3571 -0.1210
H -8.9593 2.2516 -0.9632
H -5.9198 2.3350 -1.2825
H -7.9654 0.4163 -2.5041
H -6.2156 0.2852 -2.6763
H -7.0678 1.6596 -3.3832
H -7.6795 0.2382 0.0691
H -6.6711 1.4313 0.8995
H -3.9055 1.1450 0.2425

Density functional theory data (wB97M-V/def2-TZVPD) for a 3-piece molecular cluster, C14H37BO8PS overall.

## Properties
- Orbital gap: 6.845 eV
- Lowest unoccupied orbital energy: -3.7276 eV
- Charge: +1

Element x y z (Å)
C 5.2843 -2.6871 3.1700
P 4.0916 -3.8971 3.8524
C 4.6981 -5.4834 3.1830
S 2.4053 -3.4385 2.5177
B 0.8430 -4.3879 3.1443
O 0.4666 -4.1492 4.4067
O 0.2540 -5.2494 2.3088
H 5.8991 -2.3645 4.0130
H 4.7777 -1.8014 2.7862
H 5.9191 -3.1173 2.3958
H 4.2717 -6.3086 3.7514
H 4.5041 -5.6138 2.1181
H 5.7811 -5.4758 3.3336
H 2.6244 -4.0112 1.3206
H 0.4596 -3.2292 4.6979
H 0.2705 -5.0256 1.3685
C -2.5651 -2.0000 -3.1693
O -1.6233 -1.2279 -2.4531
C -1.6968 -1.3741 -1.0517
C -0.3241 -1.3311 -0.4219
O 0.4922 -2.4751 -0.6617
C 1.0146 -2.6564 -1.9759
C 2.0906 -1.6722 -2.3747
O 1.5531 -0.3912 -2.6111
C 2.4076 0.6743 -2.2594
H -3.5779 -1.5976 -3.0674
H -2.2776 -1.9674 -4.2181
H -2.5617 -3.0430 -2.8339
H -2.1997 -2.3120 -0.7865
H -2.2775 -0.5428 -0.6273
H -0.4750 -1.3149 0.6616
H 0.1979 -0.4140 -0.6980
H 0.2172 -2.6767 -2.7188
H 1.4769 -3.6471 -1.9581
H 2.5615 -2.0479 -3.2934
H 2.8602 -1.6295 -1.5915
H 2.8209 0.5366 -1.2528
H 1.8111 1.5843 -2.2718
H 3.2333 0.7837 -2.9701
C -2.3643 2.4020 -2.7094
O -2.3605 2.6571 -1.3203
C -1.0682 2.7670 -0.7626
C -1.0003 3.8373 0.3042
O -1.0552 5.1602 -0.1873
C -2.2994 5.6616 -0.6491
C -3.2970 5.9778 0.4401
O -3.8289 4.7999 1.0186
C -4.1140 4.9186 2.3930
H -2.0614 1.3719 -2.9296
H -3.3797 2.5553 -3.0705
H -1.6978 3.0871 -3.2448
H -0.3299 2.9901 -1.5422
H -0.7936 1.8072 -0.2955
H -0.0127 3.7554 0.7675
H -1.7499 3.6577 1.0787
H -2.7443 5.0073 -1.4015
H -2.0512 6.6085 -1.1333
H -4.1122 6.5608 -0.0092
H -2.8146 6.5974 1.2049
H -3.2709 5.3562 2.9391
H -4.2974 3.9153 2.7746
H -5.0053 5.5302 2.5715

Density functional theory data (wB97M-V/def2-TZVPD) for a 4-piece molecular cluster, C14H37BrN3O4 overall.

## Properties
- Orbital gap: 6.336 eV
- Lowest unoccupied orbital energy: 2.4979 eV
- Charge: -1
- Relative energy (zero: lowest compared OMol25 entry of this formula, charge and spin): 0.0 kJ/mol

Element x y z (Å)
Br -2.0486 7.4314 -16.6045
C -1.2910 2.1507 -20.2152
C -2.5320 2.2369 -21.1239
C -3.1837 0.8781 -21.4163
O -2.2899 -0.1015 -21.9132
C -2.9389 -1.3545 -22.0921
N -3.4390 3.1949 -20.5233
H -0.8093 3.1123 -20.0381
H -0.5066 1.5320 -20.6511
H -1.5106 1.7014 -19.2467
H -2.1889 2.5951 -22.0945
H -4.0254 0.9814 -22.1012
H -3.5789 0.5743 -20.4470
H -2.2582 -1.9900 -22.6583
H -3.9349 -1.3752 -22.5344
H -2.9430 -1.7932 -21.0943
H -2.9818 4.0009 -20.1217
H -3.8425 2.6811 -19.7530
C 5.3432 9.0581 -16.9522
C 4.0154 8.7845 -17.6541
C 3.9317 7.2555 -17.9462
O 4.9778 6.8868 -18.8157
C 5.0890 5.4847 -18.9908
N 2.9699 9.3498 -16.7874
H 5.5161 8.2543 -16.2366
H 5.3158 9.9324 -16.3018
H 6.1936 8.9972 -17.6313
H 4.0028 9.3087 -18.6096
H 3.0192 6.9385 -18.4512
H 4.0195 6.6251 -17.0614
H 5.4622 4.9802 -18.0996
H 5.8456 5.3662 -19.7664
H 4.1564 5.0118 -19.2988
H 2.9158 8.7853 -15.9516
H 2.0759 9.1279 -17.2017
C -5.8977 13.5484 -15.6234
O -6.9393 12.6719 -16.0657
C -6.5456 11.3121 -15.8692
C -7.5461 10.3071 -16.5247
N -7.2874 8.8176 -16.4273
C -7.5567 8.3410 -15.0127
C -9.0541 8.3031 -14.6408
O -9.2865 7.7867 -13.3422
C -10.7144 7.7729 -13.0056
H -6.4104 14.3347 -15.0693
H -5.2667 13.9539 -16.4143
H -5.2115 13.1454 -14.8786
H -6.5446 11.1831 -14.7868
H -5.5563 11.0716 -16.2585
H -7.5589 10.5611 -17.5847
H -8.4771 10.7172 -16.1334
H -6.3407 8.5393 -16.6428
H -6.9059 8.8535 -14.3043
H -7.2353 7.3025 -14.9332
H -9.6194 7.7726 -15.4071
H -9.3654 9.3456 -14.5743
H -11.3656 7.1216 -13.5888
H -11.0111 8.8207 -13.0518
H -10.7799 7.3985 -11.9840

Density functional theory data (wB97M-V/def2-TZVPD) for a 7-piece molecular cluster, C14H37NO6S4 overall.

## Properties
- Orbital gap: 8.215 eV
- Lowest unoccupied orbital energy: -0.0644 eV

Element x y z (Å)
C 2.2535 4.1862 0.1062
O 2.3080 3.6118 1.4020
H 1.7475 5.1443 0.2566
H 3.2311 4.3453 -0.3539
H 1.5917 3.6215 -0.5627
H 2.5329 2.6759 1.3330
C -4.0854 1.8814 2.5751
O -2.7501 1.3805 2.5869
H -4.2665 2.3381 3.5474
H -4.1346 2.6665 1.8179
H -4.8256 1.0898 2.4536
H -2.5973 0.9973 1.7099
N 1.4274 0.4191 2.1773
C 2.6285 -0.1953 1.8737
C 2.6206 -0.4366 0.5206
C 1.4021 0.0375 0.0003
C 0.6743 0.5369 1.0480
H 1.1695 0.6684 3.1138
H 3.3443 -0.2987 2.6712
H 3.4573 -0.8448 -0.0252
H 1.0532 -0.0390 -1.0167
H -0.2993 0.9855 1.1453
C -4.7664 -2.2208 0.3567
S -3.1211 -1.6065 0.8427
O -2.7072 -2.5678 1.9151
C -2.2651 -2.0692 -0.6869
H -5.0220 -1.7786 -0.6070
H -5.4317 -1.8441 1.1293
H -4.7374 -3.3058 0.3206
H -2.6257 -1.3707 -1.4465
H -2.4866 -3.0952 -0.9699
H -1.2067 -1.8468 -0.5645
C 0.3907 -3.4829 1.9816
S 0.0806 -4.1351 3.6328
O 0.8762 -5.3961 3.8057
C 0.9922 -2.8290 4.5013
H 1.4619 -3.5254 1.7678
H -0.0054 -2.4796 1.8591
H -0.0765 -4.1748 1.2814
H 1.0466 -3.0197 5.5743
H 0.5431 -1.8465 4.3716
H 2.0317 -2.8844 4.1638
C 2.9584 -0.6769 -3.4357
S 4.7360 -0.8999 -3.7964
O 4.8690 -2.3597 -4.0986
C 4.7090 -0.0503 -5.3996
H 2.3476 -0.9807 -4.2798
H 2.7781 0.2922 -2.9702
H 2.8294 -1.3916 -2.6174
H 4.1754 0.8935 -5.2386
H 4.1362 -0.6853 -6.0718
H 5.6812 0.2399 -5.7875
C -2.9309 3.5741 -1.2923
S -1.6389 2.3754 -0.8653
O -2.3325 1.1134 -0.4042
C -1.1019 2.0272 -2.5823
H -3.4869 3.7930 -0.3850
H -3.6049 3.1059 -2.0105
H -2.4424 4.4497 -1.7138
H -1.9825 1.6458 -3.1012
H -0.3364 1.2622 -2.5358
H -0.8171 2.9799 -3.0237

What did the second record say?
Density functional theory data (wB97M-V/def2-TZVPD) for a 5-piece molecular cluster, C14H36N2O10 overall.

## Properties
- Orbital gap: 9.437 eV
- Lowest unoccupied orbital energy: -0.0286 eV
- Relative energy (zero: lowest compared OMol25 entry of this formula, charge and spin): 807.5 kJ/mol
- SMILES: C[N+](=O)[O-].C[N+](=O)[O-].COCCOC.COCCOC.COCCOC

Element x y z (Å)
C -0.0696 4.2134 -4.0155
N -0.6443 5.4656 -4.6305
O 0.0984 5.9755 -5.4584
O -1.6873 5.9089 -4.1607
H 0.5450 3.7767 -4.8026
H -0.8220 3.5029 -3.6730
H 0.5420 4.5161 -3.1655
C -3.2830 -2.4330 -1.0610
N -1.9397 -3.0664 -1.2798
O -1.6365 -3.6469 -2.3166
O -1.0872 -2.9295 -0.4108
H -3.2327 -1.8687 -0.1298
H -4.0594 -3.1937 -0.9793
H -3.3315 -1.7578 -1.9153
C -1.8620 4.3215 3.2767
O -1.5653 3.1157 4.0120
C -0.2896 2.6399 3.7003
C 0.0375 1.2646 4.3709
O -1.1146 0.5587 4.7043
C -1.0714 -0.8177 5.1687
H -1.3273 4.5750 2.3613
H -1.6493 5.1987 3.8878
H -2.9119 4.3024 2.9844
H 0.4001 3.2875 4.2415
H -0.1054 2.5248 2.6321
H 0.7050 1.3667 5.2266
H 0.4871 0.6288 3.6081
H -0.9412 -0.9172 6.2463
H -0.1822 -1.2661 4.7255
H -1.9647 -1.3567 4.8532
C 7.2971 -3.3184 1.5382
O 8.6599 -3.0921 1.4697
C 9.3413 -3.7641 2.5087
C 10.8333 -3.7773 2.1608
O 11.6138 -3.9949 3.3080
C 13.0211 -3.9049 3.0577
H 6.9399 -2.8253 2.4424
H 7.0583 -4.3818 1.5534
H 6.6785 -2.8499 0.7727
H 9.0048 -4.7935 2.6313
H 9.2920 -3.3185 3.5022
H 11.1494 -2.8936 1.6064
H 10.9675 -4.5656 1.4201
H 13.4471 -4.1676 4.0260
H 13.3393 -2.9225 2.7089
H 13.2534 -4.6478 2.2947
C -7.2656 1.6806 -1.8306
O -7.8860 1.0785 -3.0641
C -7.3594 1.7240 -4.3128
C -8.3329 1.5272 -5.4870
O -8.3013 0.1483 -5.9581
C -8.8726 -0.8354 -5.0765
H -7.4019 0.9054 -1.0766
H -7.7993 2.5124 -1.3709
H -6.2378 2.0356 -1.9061
H -6.3147 1.4775 -4.5028
H -7.3984 2.7900 -4.0887
H -8.1988 2.1167 -6.3940
H -9.3126 1.8421 -5.1276
H -9.9282 -0.7030 -4.8390
H -8.2739 -1.2586 -4.2699
H -9.0501 -1.7134 -5.6975